210
Properties=species:S:1:pos:R:3:forces:R:3:lowdin_charge:R:1 method="wB97M-V/def2-TZVPD" charge=+6 e_above_lowest_kj_mol=0.00 homo_lumo_gap_ev=8.548 e_tot_ev=-119570.806
C -4.065 -1.068 0.851 1.68 0.08 -0.25 -0.099
O -4.705 0.078 0.348 -0.71 -0.01 0.07 -0.150
C -3.932 1.137 -0.168 0.00 0.00 1.03 -0.165
C -3.336 1.933 0.999 2.37 2.07 -0.97 -0.019
N -2.072 2.661 0.459 0.59 -0.74 0.16 0.034
H -1.300 2.041 0.132 -0.82 -0.04 0.09 0.108
H -2.354 3.157 -0.405 0.32 0.06 0.53 0.106
C -1.444 3.622 1.421 -1.60 0.90 -1.08 -0.083
C -0.209 4.266 0.758 0.14 -0.57 0.72 -0.198
O -0.295 4.619 -0.598 -0.73 -0.02 0.84 -0.208
C -1.138 5.751 -0.806 -0.40 0.62 -0.87 -0.065
H -4.305 -1.403 1.862 -1.17 0.27 -0.18 0.101
H -2.987 -0.916 1.001 0.15 0.19 -0.58 0.067
H -4.181 -1.860 0.109 -0.04 -0.34 0.33 0.063
H -4.595 1.766 -0.760 -0.13 0.00 0.16 0.130
H -3.114 0.851 -0.842 0.02 -0.53 0.09 0.131
H -2.933 1.399 1.856 -0.62 -0.46 -0.01 0.122
H -3.835 2.860 1.280 -1.14 -0.74 0.39 0.137
H -1.255 3.170 2.393 0.41 -0.34 -0.23 0.121
H -2.245 4.339 1.620 0.22 0.31 -0.03 0.138
H 0.554 3.484 0.821 0.36 0.30 -0.06 0.113
H 0.044 5.137 1.370 0.27 -0.05 0.07 0.135
H -2.195 5.660 -0.541 0.27 -0.50 0.56 0.089
H -1.217 5.886 -1.886 0.41 0.17 0.03 0.090
H -0.750 6.652 -0.327 0.22 -0.06 0.01 0.107
C 1.009 2.579 -6.391 0.93 0.18 -0.71 -0.074
O 1.055 3.371 -5.209 -0.58 0.16 0.34 -0.162
C 0.737 2.655 -4.025 1.06 -0.04 -0.60 -0.207
C 1.235 3.490 -2.880 -0.18 1.12 0.10 -0.069
N 2.663 3.988 -3.019 0.05 -2.33 0.49 0.070
H 3.233 3.172 -2.792 0.16 0.05 0.08 0.178
H 2.854 4.098 -4.022 -0.15 1.13 -0.02 0.171
C 3.091 5.097 -2.111 0.45 0.81 -0.25 -0.076
C 2.800 6.476 -2.765 0.81 -0.56 0.62 -0.190
O 3.016 6.319 -4.139 -0.66 -0.13 0.08 -0.177
C 2.416 7.374 -4.891 0.79 0.50 -0.57 -0.068
H 0.037 2.121 -6.575 0.35 0.64 -0.21 0.074
H 1.784 1.805 -6.349 -0.02 -0.14 0.17 0.101
H 1.330 3.206 -7.219 -0.33 0.23 0.05 0.111
H 1.198 1.667 -4.140 0.31 0.15 0.65 0.118
H -0.328 2.474 -3.850 0.03 0.35 -0.11 0.113
H 1.139 2.979 -1.926 -0.09 0.16 0.01 0.118
H 0.663 4.416 -2.895 -0.25 -0.13 0.32 0.131
H 4.157 4.982 -1.902 0.18 0.02 -0.87 0.128
H 2.728 4.993 -1.088 -1.02 -0.16 -0.39 0.125
H 3.538 7.155 -2.326 -0.10 0.22 -0.02 0.139
H 1.814 6.877 -2.521 -0.21 -0.25 -0.13 0.127
H 2.444 7.109 -5.947 0.02 -0.27 0.12 0.105
H 3.031 8.273 -4.818 -0.21 0.14 0.29 0.113
H 1.380 7.555 -4.600 0.31 0.11 0.28 0.069
C 2.401 -0.699 10.641 -0.46 -1.21 1.10 -0.070
O 2.543 -1.020 9.264 0.29 0.09 -0.59 -0.183
C 3.483 -0.187 8.642 -0.28 -0.15 0.65 -0.233
C 3.670 -0.584 7.185 -0.37 0.06 1.74 -0.091
N 2.337 -0.502 6.501 1.11 0.07 -1.77 0.079
H 1.635 -1.161 6.838 0.15 0.16 0.83 0.188
H 1.995 0.454 6.601 -0.51 -0.13 0.01 0.172
C 2.514 -0.818 5.005 -0.98 0.67 1.05 -0.061
C 1.153 -0.667 4.317 0.40 0.05 0.08 -0.208
O 0.544 0.505 4.822 0.20 -0.96 0.31 -0.192
C -0.776 0.690 4.319 0.39 0.97 -0.64 -0.060
H 1.734 -1.453 11.061 -0.31 0.20 -0.22 0.103
H 1.979 0.285 10.844 0.18 0.14 -0.28 0.103
H 3.311 -0.891 11.217 0.33 0.49 -0.36 0.105
H 4.448 -0.209 9.160 0.10 -0.13 -0.11 0.145
H 3.119 0.846 8.741 0.16 0.21 -0.37 0.137
H 4.056 -1.595 7.076 -0.02 0.00 0.02 0.144
H 4.389 0.157 6.835 -0.31 -0.11 -0.86 0.136
H 2.846 -1.853 5.015 0.31 0.11 -0.46 0.137
H 3.244 -0.086 4.662 0.15 -0.27 -0.26 0.113
H 0.567 -1.571 4.512 -0.32 0.09 0.18 0.127
H 1.281 -0.610 3.230 0.09 0.03 -0.09 0.119
H -1.426 -0.185 4.346 0.21 -0.15 0.36 0.098
H -0.650 0.999 3.276 -0.38 -0.07 -0.05 0.063
H -1.189 1.518 4.891 -0.21 -0.17 0.02 0.108
C -9.590 -1.815 -4.058 -1.75 -0.36 0.22 -0.073
O -8.767 -2.830 -3.526 0.98 -0.57 0.57 -0.208
C -8.481 -3.856 -4.439 0.15 1.01 -0.69 -0.222
C -7.501 -4.892 -3.884 -0.66 -0.94 -1.46 -0.071
N -6.351 -4.327 -3.078 -1.57 0.95 0.36 0.082
H -6.773 -3.970 -2.218 -0.05 -0.12 0.16 0.181
H -5.644 -5.007 -2.809 0.03 -0.16 -0.28 0.166
C -5.708 -3.119 -3.721 0.29 -0.66 0.21 -0.067
C -4.624 -2.541 -2.829 0.44 0.11 0.05 -0.184
O -3.680 -3.534 -2.413 0.16 0.02 -0.48 -0.201
C -2.401 -2.926 -2.185 -0.23 0.80 0.44 -0.073
H -9.875 -1.185 -3.218 0.57 0.48 -0.24 0.104
H -10.563 -2.240 -4.339 0.15 -0.18 -0.25 0.106
H -9.203 -1.320 -4.950 0.40 0.18 0.29 0.101
H -8.056 -3.414 -5.350 0.21 0.07 0.01 0.129
H -9.405 -4.311 -4.810 0.09 -0.53 0.33 0.151
H -7.113 -5.408 -4.765 0.52 0.29 0.00 0.142
H -8.055 -5.720 -3.440 0.39 0.38 1.19 0.142
H -6.484 -2.376 -3.892 -0.06 -0.13 0.04 0.136
H -5.334 -3.508 -4.667 0.27 0.32 -0.04 0.153
H -4.961 -2.020 -1.928 -0.62 -0.13 -0.06 0.125
H -4.168 -1.744 -3.424 0.31 -0.18 -0.11 0.129
H -2.508 -2.128 -1.443 -0.04 0.11 -0.06 0.075
H -2.012 -2.474 -3.097 0.06 -0.17 -0.12 0.099
H -1.661 -3.593 -1.750 -0.29 -0.49 -0.35 0.079
C 1.987 -3.329 0.378 -0.46 0.47 1.14 -0.060
O 3.372 -3.575 0.592 -0.46 0.31 0.41 -0.175
C 4.181 -2.449 0.823 1.30 -0.26 -1.46 -0.201
C 5.612 -3.033 0.699 -0.42 0.05 0.54 -0.062
N 5.769 -4.123 1.746 0.48 -0.12 0.00 0.056
H 6.172 -3.813 2.630 0.26 0.28 -0.15 0.176
H 4.835 -4.428 2.026 -0.06 -0.33 -0.25 0.153
C 6.552 -5.363 1.276 -0.30 0.31 0.23 -0.050
C 6.988 -6.212 2.465 -0.44 -0.14 -0.26 -0.202
O 5.890 -6.211 3.345 -0.57 0.05 0.22 -0.213
C 6.229 -6.706 4.643 1.11 1.05 0.42 -0.059
H 1.484 -3.077 1.320 0.25 -0.37 0.34 0.070
H 1.547 -4.255 0.020 0.16 0.10 -0.34 0.092
H 1.720 -2.439 -0.197 0.61 -0.29 -0.78 0.083
H 4.082 -1.870 1.749 -0.48 -0.52 0.41 0.119
H 4.033 -1.722 0.020 0.08 0.07 -0.06 0.134
H 6.390 -2.280 0.812 0.03 -0.08 0.23 0.134
H 5.769 -3.524 -0.258 -0.28 0.07 -0.08 0.138
H 7.399 -5.035 0.677 -0.07 0.06 -0.03 0.143
H 5.821 -5.886 0.664 0.20 -0.15 -0.13 0.145
H 7.904 -5.877 2.962 -0.02 0.33 -0.09 0.140
H 7.183 -7.218 2.078 0.11 -0.03 0.05 0.149
H 5.373 -6.812 5.302 -0.33 -0.63 -0.61 0.096
H 6.809 -5.927 5.158 0.25 -0.04 -0.12 0.091
H 6.899 -7.560 4.550 -0.50 -0.40 0.24 0.106
C -1.137 -2.942 2.187 -0.12 0.77 -0.24 -0.095
O -2.096 -3.851 1.604 1.27 0.79 -0.52 -0.168
C -1.402 -4.830 0.818 -1.33 -0.78 1.66 -0.174
C -2.412 -5.700 0.029 1.01 0.24 -0.25 -0.093
N -3.541 -6.168 0.866 -0.95 -0.11 0.03 0.065
H -3.226 -6.469 1.791 -0.16 -0.23 0.07 0.180
H -4.189 -5.397 1.036 0.20 0.21 0.21 0.176
C -4.390 -7.305 0.214 1.51 0.30 0.91 -0.051
C -5.597 -7.589 1.074 -0.10 -0.21 -0.26 -0.227
O -5.165 -7.826 2.391 -0.22 0.40 -0.70 -0.175
C -6.156 -8.344 3.291 -0.62 -0.05 0.78 -0.049
H -0.430 -3.383 2.894 -0.40 -0.54 0.18 0.092
H -1.635 -2.087 2.644 -0.53 -0.50 0.35 0.077
H -0.508 -2.403 1.472 -0.21 -0.52 -0.69 0.059
H -0.981 -5.519 1.561 0.32 -0.17 -0.10 0.135
H -0.540 -4.440 0.280 -0.45 0.18 -0.62 0.100
H -1.821 -6.571 -0.261 -0.28 -0.16 -0.20 0.147
H -2.869 -5.274 -0.863 0.23 0.31 0.05 0.106
H -3.652 -8.106 0.205 -0.37 -0.35 -0.39 0.146
H -4.645 -6.939 -0.776 0.02 -0.24 -0.09 0.127
H -6.161 -8.429 0.661 0.24 -0.25 -0.10 0.149
H -6.267 -6.736 0.898 -0.22 0.26 0.85 0.131
H -6.030 -7.826 4.239 0.11 -0.05 -0.01 0.096
H -6.086 -9.416 3.472 0.54 -0.02 -0.29 0.103
H -7.195 -8.187 2.992 0.17 0.38 -0.46 0.099
C -0.564 0.378 -5.173 -0.64 -0.50 -0.46 -0.095
O -1.421 1.424 -5.568 -0.29 1.12 -0.51 -0.248
C -2.785 1.300 -5.226 0.70 -1.07 0.75 -0.182
C -3.568 2.461 -5.745 -0.56 1.53 -0.59 -0.076
N -2.999 3.822 -5.412 0.26 -0.88 -0.84 0.061
H -3.044 3.984 -4.391 -0.05 0.46 -0.66 0.112
H -2.017 3.870 -5.696 0.23 -0.05 0.16 0.148
C -3.680 4.941 -6.193 0.58 -0.21 1.09 -0.036
C -2.754 6.167 -6.182 -0.43 0.37 -0.05 -0.187
O -1.428 5.709 -6.184 0.43 -0.47 0.71 -0.206
C -0.456 6.742 -6.073 0.07 -0.18 -0.72 -0.067
H -0.402 0.400 -4.092 -0.47 -0.70 0.06 0.089
H 0.413 0.553 -5.624 -0.44 -0.33 -0.04 0.069
H -1.002 -0.522 -5.616 0.37 -0.44 0.63 0.113
H -2.812 1.160 -4.138 -0.48 0.37 0.12 0.126
H -3.187 0.376 -5.658 -0.16 0.08 -0.13 0.135
H -4.600 2.519 -5.402 0.06 -0.50 0.36 0.143
H -3.660 2.467 -6.832 0.37 -0.35 -0.05 0.141
H -4.587 5.087 -5.612 -0.28 0.43 -0.55 0.146
H -3.852 4.610 -7.213 -0.13 -0.26 0.13 0.139
H -2.971 6.792 -5.312 0.15 -0.05 0.10 0.131
H -2.920 6.776 -7.076 -0.30 -0.04 0.01 0.145
H 0.509 6.335 -5.775 -0.56 -0.56 -0.14 0.046
H -0.724 7.509 -5.344 -0.32 0.02 -0.07 0.103
H -0.329 7.161 -7.073 0.05 0.46 0.14 0.116
C 8.731 0.738 3.700 -0.15 0.32 1.09 -0.058
O 8.224 2.013 3.282 -0.38 -0.77 -0.59 -0.173
C 7.156 1.855 2.374 0.05 0.05 0.12 -0.227
C 6.595 3.224 2.124 -0.12 0.79 -1.05 -0.090
N 6.383 4.023 3.386 -0.68 0.02 0.24 0.092
H 7.309 4.060 3.822 0.10 0.00 0.06 0.179
H 6.163 4.977 3.099 -0.02 0.09 0.10 0.186
C 5.417 3.586 4.505 0.90 -0.62 0.26 -0.049
C 4.057 3.150 4.031 -0.02 -0.34 -1.17 -0.179
O 4.170 1.913 3.335 0.35 -0.55 -0.68 -0.229
C 3.205 1.740 2.308 -0.99 0.39 -0.21 -0.095
H 9.105 0.091 2.907 0.25 0.45 -0.26 0.099
H 7.957 0.172 4.231 -0.23 0.10 -0.08 0.083
H 9.476 0.985 4.452 0.35 -0.28 -0.30 0.108
H 6.389 1.180 2.765 -0.06 0.10 0.28 0.109
H 7.451 1.421 1.412 0.33 0.16 -0.04 0.144
H 5.741 3.238 1.444 -0.60 -0.35 0.77 0.128
H 7.244 3.874 1.531 0.70 -0.31 0.37 0.151
H 5.346 4.417 5.205 0.02 0.09 -0.13 0.152
H 5.974 2.789 4.998 -0.23 -0.12 0.10 0.138
H 3.738 3.947 3.347 -0.57 -0.15 0.06 0.135
H 3.304 2.943 4.793 0.25 0.91 0.46 0.141
H 3.230 2.571 1.596 0.07 0.10 0.04 0.086
H 2.181 1.679 2.694 0.00 0.31 0.32 0.085
H 3.263 0.830 1.710 0.90 -0.17 0.38 0.073
B 0.164 0.061 -0.115 1.33 0.16 -0.95 -1.248
F -0.094 -0.950 -1.056 -0.09 0.04 0.85 0.122
F 1.554 0.076 0.232 -0.29 -0.22 -0.11 0.072
F -0.121 1.300 -0.751 0.12 0.04 -0.07 0.093
F -0.548 -0.008 1.069 -0.61 -0.28 0.26 0.131
B -3.457 3.953 -2.243 -1.00 1.62 -0.57 -1.287
F -3.899 4.406 -1.009 0.24 -0.61 0.58 0.161
F -3.227 5.072 -3.074 0.06 0.42 -0.24 0.117
F -2.185 3.346 -2.153 -0.34 -1.02 -0.04 0.118
F -4.470 3.211 -2.858 0.69 -0.75 0.10 0.151